Below is a cluster of 11 separate species, C31H89O44P9S2 in total in a non-equilibrium geometry, with properties calculated with ωB97M-V/def2-TZVPD.

LUMO level, eV: 0.27
Orbital gap, eV: 10.24
HOMO energy, eV: -9.969
Total charge: 0

XYZ file:
```
175
Properties=species:S:1:pos:R:3:forces:R:3
C -18.612140 12.297370 25.185900 -0.18 -0.97 0.99
O -18.296660 11.744940 23.935350 -0.91 1.51 -2.47
P -19.009190 12.446820 22.637800 0.54 -1.93 0.15
O -20.481780 12.556120 22.637240 0.82 -0.05 0.28
O -18.370550 11.485630 21.533390 -0.50 0.22 -0.28
C -18.588560 10.032260 21.374660 0.27 0.84 0.26
O -18.275730 13.865470 22.486740 0.14 -3.74 3.44
C -18.527960 14.619150 21.429520 -0.59 3.23 -3.44
H -19.681130 12.487130 25.282650 -0.03 0.30 -0.04
H -18.010920 13.178300 25.410830 -0.04 -0.08 0.07
H -18.387830 11.433560 25.811680 0.11 0.57 0.80
H -18.829600 9.795360 20.338380 0.11 0.48 0.03
H -19.401300 9.648510 21.991340 0.08 0.16 0.22
H -17.632340 9.581530 21.640320 -0.44 -0.11 0.01
H -19.518430 14.596880 20.975010 -0.32 -0.93 0.15
H -17.790050 14.401430 20.657380 0.01 0.36 -0.25
H -18.513450 15.668030 21.725740 0.68 0.16 0.01
C -15.432480 9.157080 11.087280 -0.20 -1.19 0.31
O -16.241350 7.943610 11.377390 -1.83 1.40 0.72
P -17.744770 8.040840 12.074660 1.91 0.94 -1.09
O -18.504550 6.774820 12.105460 0.67 1.05 -0.07
O -18.378920 9.256500 11.134530 0.12 -0.59 1.73
C -18.503410 9.155200 9.724810 0.20 -0.96 -1.01
O -17.351380 8.662690 13.531460 -0.63 0.46 -2.44
C -17.941650 8.183060 14.738680 -0.42 -0.68 -0.12
H -15.390260 9.939100 11.845400 -0.36 -0.50 0.62
H -15.748340 9.688670 10.189650 -0.07 -0.57 -0.29
H -14.454510 8.680460 11.020110 0.02 0.53 -0.41
H -17.820590 8.422790 9.294190 0.45 0.01 0.24
H -18.318470 10.096660 9.207570 0.09 0.25 0.60
H -19.461800 8.789240 9.356490 -0.44 0.15 0.71
H -17.108240 7.818200 15.339020 -0.26 -0.10 0.15
H -18.631170 7.391840 14.444360 0.10 -0.27 0.51
H -18.515450 8.941570 15.271140 0.30 0.26 -0.21
C -23.996240 1.037370 17.645270 0.36 -0.22 -0.25
O -23.680830 2.067600 16.720860 0.85 0.43 -1.68
P -22.524120 1.827160 15.616700 0.56 0.22 -0.16
O -21.109890 1.894570 16.094530 -1.89 -0.76 -0.27
O -22.818730 2.997210 14.573200 -0.38 -0.57 0.68
C -23.130730 4.300690 15.037650 -0.79 1.47 -0.50
O -23.006820 0.472410 14.805410 0.48 2.60 0.58
C -22.676650 0.332840 13.405420 1.33 -1.99 -0.06
H -24.981360 0.641040 17.399200 0.04 -0.03 0.13
H -23.977630 1.493340 18.635150 0.11 -0.43 0.05
H -23.229750 0.284280 17.462350 -0.26 -0.49 0.95
H -23.871420 4.700850 14.345290 0.24 0.04 -0.35
H -22.274870 4.975650 15.043640 0.24 -0.34 -0.09
H -23.655890 4.425030 15.984670 0.35 -0.91 0.34
H -23.527600 -0.099130 12.878750 -0.04 0.46 0.12
H -21.883570 -0.414910 13.406610 -0.21 -0.64 -0.03
H -22.122450 1.063520 12.816290 -0.89 1.23 0.67
C -15.479910 3.408030 25.586790 2.35 1.02 -1.04
O -16.139600 2.254650 25.197000 -1.78 -0.69 1.06
P -16.537020 1.902400 23.716960 -0.34 -0.27 -1.20
O -15.321130 1.892130 22.832600 -2.70 -0.13 0.99
O -17.347990 0.502510 24.040580 1.40 4.06 0.18
C -17.184750 -0.650650 23.305890 -0.81 -0.64 -1.59
O -17.772290 2.924600 23.253830 2.98 -1.04 -0.13
C -18.668570 3.538530 24.128350 -1.32 0.19 1.06
H -14.526410 3.111370 26.023740 -0.15 -0.08 0.48
H -15.957260 4.145020 26.232610 -0.73 -0.59 0.03
H -15.141460 3.909260 24.679960 -0.13 0.52 -0.07
H -18.166960 -0.798290 22.856920 -0.66 -1.38 1.08
H -16.721580 -1.347910 24.004030 -0.38 -0.70 -0.82
H -16.754450 -0.568360 22.307810 1.64 0.45 0.45
H -18.923470 4.576560 23.914780 0.40 0.07 -1.05
H -18.331850 3.645370 25.159520 0.23 -0.73 0.16
H -19.606190 2.986160 24.066150 -0.08 -0.05 0.41
C -16.048660 6.981890 18.544190 -0.48 -1.07 -0.89
O -16.420170 5.701370 19.115570 -1.53 -0.50 0.61
P -17.838110 4.936970 18.882580 0.32 0.44 -0.28
O -17.957690 3.657470 19.629370 0.23 1.46 -1.15
O -19.013530 6.011110 19.279530 0.85 -1.23 -2.65
C -18.958570 6.623920 20.505820 1.42 -0.21 2.49
O -17.922760 4.930730 17.251950 -0.10 1.39 3.95
C -18.310510 3.819550 16.529740 -0.34 -0.94 -2.16
H -15.198260 6.707880 17.919820 0.25 0.71 0.20
H -15.861140 7.735090 19.309450 0.19 -0.34 0.08
H -16.834530 7.325810 17.871700 -0.09 0.18 0.05
H -19.457510 7.592340 20.542200 -0.21 -0.38 -0.10
H -17.919940 6.728010 20.819700 0.46 0.86 -0.27
H -19.221580 5.931570 21.305550 -1.20 0.17 0.02
H -17.441050 3.711400 15.881320 -0.34 -0.96 -0.35
H -19.183720 4.070430 15.927520 0.03 0.16 -0.16
H -18.613610 2.897610 17.025980 0.55 0.21 0.63
C -23.394240 6.158640 24.965990 0.41 -0.72 -1.06
O -21.939360 6.428540 24.986430 -0.87 1.78 -0.19
P -21.292120 7.774460 24.339000 0.85 -0.62 -3.86
O -20.809460 7.549150 22.880820 -0.65 0.30 3.94
O -22.372930 8.943940 24.311100 -0.18 -1.07 1.34
C -21.969590 10.291460 24.169640 0.21 1.80 -0.43
O -20.170160 8.258510 25.400640 -1.41 0.34 -1.39
C -18.879480 7.694740 25.324790 0.97 -2.02 1.31
H -23.537530 5.160610 24.551850 0.53 -0.38 0.51
H -23.944070 6.699180 24.195540 0.29 0.94 0.43
H -23.845830 6.205460 25.956940 0.34 0.36 -0.12
H -22.424860 11.002320 24.859200 -0.12 -0.77 0.98
H -22.349050 10.761200 23.262200 0.43 -0.80 -0.64
H -20.890360 10.421590 24.249870 -0.10 -0.13 -0.23
H -18.855130 6.800920 24.701430 -0.01 0.29 -0.47
H -18.711350 7.289010 26.322400 0.14 0.00 0.21
H -17.995510 8.304010 25.136400 -0.74 0.79 -0.56
C -13.256700 8.079870 13.539120 -0.22 0.00 0.05
O -13.689430 6.721390 13.807990 -0.38 -1.34 -0.68
P -13.509460 5.530680 12.734690 0.89 -0.27 -2.22
O -12.094660 5.138680 12.339150 -3.08 0.42 1.47
O -14.507110 4.237750 13.174710 2.39 2.55 -0.27
C -15.870620 4.252200 12.863640 -2.12 0.20 -0.98
O -14.278340 6.241800 11.472350 1.20 -1.24 -0.09
C -14.093530 5.874740 10.044520 -0.87 0.62 1.16
H -12.998410 8.269780 12.497330 0.62 -0.60 0.07
H -12.462320 8.271510 14.260460 0.03 0.21 -0.37
H -14.079890 8.778960 13.686540 -0.15 -0.46 0.52
H -16.143810 3.439530 12.190570 0.42 -0.68 0.41
H -16.274890 5.066320 12.262090 0.79 0.78 0.13
H -16.546420 4.249360 13.718860 0.50 -0.30 0.40
H -13.824170 6.794770 9.525780 0.21 -0.07 0.08
H -15.102980 5.616630 9.724400 0.15 -0.26 -0.18
H -13.376950 5.085510 9.817070 0.01 0.06 0.54
C -16.165910 11.532150 14.332130 -0.55 0.07 -0.82
O -15.127610 10.571200 14.651680 -0.24 0.30 1.27
P -14.679330 10.498930 16.211070 -0.19 0.10 -0.14
O -13.838970 9.266190 16.520530 -2.00 3.25 -0.42
O -13.977180 12.008310 16.347900 -2.93 -1.59 1.01
C -12.614450 12.110290 16.295240 2.44 -1.07 -1.21
O -16.132410 10.750960 16.986700 2.27 -0.06 -1.41
C -16.130860 10.867820 18.408080 0.74 -0.65 1.01
H -16.233230 11.712320 13.259230 0.43 -0.77 -0.25
H -15.998060 12.554670 14.670340 0.21 -0.33 0.91
H -17.127000 11.108280 14.623220 0.12 0.35 0.27
H -12.229530 11.092510 16.358920 0.68 0.09 0.58
H -12.131350 12.784480 17.002490 -0.57 -0.09 0.32
H -12.291650 12.404240 15.296490 -0.12 0.45 -0.18
H -16.586890 11.757680 18.842000 -0.53 0.06 -0.80
H -15.120500 10.910100 18.814870 0.21 -0.22 -0.12
H -16.597700 9.963290 18.797930 -0.15 0.20 0.14
C -21.528180 -1.273420 21.348450 -0.35 0.37 -0.59
O -22.599590 -0.319900 21.246940 -1.02 1.84 1.03
P -22.618980 1.129390 22.068510 -1.21 -0.33 -1.34
O -21.778500 1.079750 23.287250 -1.00 0.15 -0.73
O -22.206510 2.190480 20.944720 -0.70 -0.57 0.42
C -20.815530 2.285360 20.515330 -0.04 0.81 1.04
O -24.289380 1.588340 22.191160 4.13 -0.73 -1.16
C -24.954500 1.168560 23.349110 -0.56 -0.74 0.69
H -20.702860 -0.798040 21.878520 0.07 -0.63 0.15
H -21.270140 -1.525800 20.319940 0.37 0.30 -0.04
H -21.908610 -2.216420 21.741020 0.14 0.28 0.69
H -20.694650 2.162100 19.439090 -0.23 -0.55 0.21
H -20.224060 1.652650 21.177090 0.30 -0.23 -0.58
H -20.509380 3.304660 20.750690 0.03 0.00 -0.08
H -25.942470 0.801530 23.071100 -0.01 -0.01 -0.13
H -25.103170 1.986920 24.053580 0.27 0.06 0.02
H -24.420260 0.343810 23.820780 -0.08 0.08 0.31
C -12.742890 8.843390 22.329320 -2.46 0.00 0.24
C -13.570650 7.589890 22.072850 1.14 0.69 1.69
O -14.910720 8.092660 21.818960 -0.62 0.92 -0.46
S -15.207820 9.581640 22.537510 2.57 1.17 0.00
O -16.187570 9.510580 23.608920 1.76 -0.41 -1.92
O -15.285680 10.706260 21.572530 -0.03 -3.30 1.88
O -13.654750 9.587580 23.182830 -1.50 0.89 -0.08
H -12.738180 9.312580 21.345480 0.98 0.56 0.17
H -11.822090 8.701940 22.895220 -0.07 0.12 -0.44
H -13.617360 7.008130 22.993440 -0.11 -0.26 -0.19
H -12.963020 7.078580 21.326220 -1.44 -0.46 -0.82
C -22.005930 8.768740 19.457170 0.42 -0.42 -1.19
C -21.693180 7.685460 18.408320 -1.89 0.90 1.60
O -21.066790 8.384520 17.354750 0.85 -0.22 -1.33
S -20.726660 10.008930 17.603450 -4.02 -3.09 -0.67
O -21.864180 10.740110 16.961310 3.62 -1.36 2.15
O -19.351470 10.188940 17.230400 -1.41 0.55 0.98
O -20.964080 9.695910 19.192640 1.39 3.14 -0.20
H -21.753420 8.319350 20.417580 -0.72 0.71 0.38
H -22.981540 9.214760 19.263940 0.05 0.15 0.68
H -22.664450 7.264450 18.148510 0.19 -0.06 -0.83
H -21.230260 6.943400 19.058820 1.45 -0.34 -1.50
```
Positions in Å, forces in eV/Å.

Results of the Mulliken charge analysis, in e, for atoms 1 through 8: C -0.99; O 0.08; P 0.47; O -0.71; O 0.20; C 0.71; O -0.31; C -0.84